No. 1
Density functional theory data (ωB97M-V/def2-TZVPD) for a cluster of 15 separate species, C42H114O39S15 in total at a distorted geometry.

```
! RIJCOSX wB97M-V def2-TZVPD def2/J DEFGRID3
* xyz 0 1
O -1.640 1.700 -7.965
H -0.834 1.536 8.118
O 0.612 1.696 -6.827
H 4.795 -0.320 0.863
C 0.290 1.804 4.475
S 3.816 -5.854 -1.817
H -4.085 -4.127 3.439
O -0.675 -0.237 -1.247
S 3.224 6.234 4.451
C 1.371 4.743 1.415
O -5.661 -5.640 -2.284
S 0.631 -2.729 -4.368
H 2.061 -3.149 0.830
O 4.613 6.155 4.606
C 1.711 2.463 -6.358
H -3.162 2.995 4.879
H 1.719 -6.742 3.796
H 4.966 -4.007 0.075
C 4.693 0.738 1.104
O 4.750 -2.110 -2.225
H -5.218 0.664 -0.127
O -4.227 2.346 1.561
C -3.739 -5.346 -4.228
H 0.888 6.290 2.694
H -2.902 -4.329 4.698
H -3.259 -4.529 0.869
H -4.029 -1.559 3.870
O 7.658 2.732 2.518
C 2.996 1.838 -6.882
O -0.846 -2.721 -4.643
H 0.547 9.035 -3.310
H 0.794 2.749 4.678
H 0.162 7.590 -4.389
O -4.959 4.456 2.840
C 3.089 -2.906 0.562
H -1.842 9.775 -3.594
S 1.155 -3.714 3.964
O -0.922 7.684 -2.860
H 2.177 -7.004 6.422
O 5.689 1.311 1.995
S -0.195 6.500 -1.982
H 0.776 -2.291 -2.050
C -4.393 4.834 -2.193
H 0.819 1.290 3.672
H -4.718 2.312 4.582
H 3.253 -0.194 -3.068
O -6.595 -1.683 6.944
H -2.033 8.852 -4.975
H 0.793 -5.210 0.339
H 1.598 3.492 -6.697
C 2.396 5.260 5.847
C 0.939 -3.200 -2.630
O 2.151 -2.664 3.874
O 1.899 -4.982 4.689
H 0.223 -6.162 4.231
H -2.400 -3.453 3.252
H 3.452 1.340 2.675
H -0.496 -5.205 -6.770
C -4.827 2.195 -3.015
C -2.186 -4.717 0.908
H 3.627 1.873 -1.817
C 0.218 -6.124 0.196
H -1.891 1.984 -1.990
H -4.375 -0.934 -2.193
C -0.018 -3.219 5.249
H -5.220 0.979 2.437
H -5.422 5.192 -2.149
O -5.628 -0.177 5.116
C -1.214 0.049 1.579
C 3.332 0.679 1.816
C -5.503 1.792 1.769
H 4.745 1.332 0.192
C 4.020 0.495 -3.424
O 6.282 -1.563 -4.201
H 3.855 2.219 -6.329
H 5.946 4.804 1.637
O -2.388 3.921 2.342
H -0.208 2.919 7.121
H -0.833 -2.684 4.760
H 0.929 5.725 -3.948
C -3.238 -3.641 3.922
H 0.448 4.201 1.209
H 3.016 0.749 -6.826
C -3.969 -1.613 -1.443
C 5.433 3.861 1.829
H 0.254 -6.789 -6.410
O 2.532 7.473 4.361
H -6.895 0.967 0.481
H -6.228 2.408 2.302
H 3.269 2.120 -7.899
H -0.028 -1.786 1.251
O -0.920 3.632 -6.422
H -1.207 -1.853 2.636
O 3.177 -4.621 -0.969
C 0.088 5.335 -3.375
C -3.753 2.497 4.111
C -4.142 -0.648 7.366
H -2.975 -1.272 -1.157
H -1.241 3.172 -0.758
C 3.645 1.868 -2.907
H 0.740 -7.890 5.887
H -4.565 -1.459 -0.543
H -4.617 0.134 7.959
H 6.777 -0.726 -0.704
H -0.801 1.512 -4.392
O 7.002 2.451 0.097
O 2.740 5.327 3.156
C 0.398 -5.708 -6.404
C -3.659 -2.294 4.585
H -2.396 1.897 -0.274
C -1.259 9.396 -4.434
S -1.559 -5.946 -0.319
H 3.547 -2.439 1.434
C -0.213 8.428 -3.802
S -0.206 1.019 -0.668
H -1.811 0.583 2.318
S 6.639 2.579 1.508
H -0.720 2.024 4.130
O 4.878 -6.459 -1.005
H 1.985 -3.500 -2.569
H 1.766 4.443 5.497
C -3.908 -3.082 -1.835
O -6.258 -4.603 -4.539
H 1.401 5.492 0.623
S -0.084 0.754 5.964
H 0.866 -6.763 -0.404
O 0.381 -4.177 2.785
S -5.318 -4.812 -3.447
C 1.384 5.331 2.842
C 0.886 -5.341 -5.002
H 2.595 1.132 1.153
H 0.578 -6.301 6.754
H -4.302 1.802 -2.144
H -1.935 -0.263 0.823
H 2.702 2.338 -3.188
H 5.065 3.803 2.853
H 5.105 -5.675 -3.857
O -1.137 5.921 -0.990
O -4.758 -2.586 5.437
H -0.216 -4.180 5.724
H -3.321 -0.246 6.772
H -0.780 5.299 -4.033
C -0.810 2.011 7.137
H 4.410 2.519 -3.329
H 0.467 -2.513 5.923
O 1.087 7.037 -1.559
H 0.332 -6.534 1.200
H -2.965 -3.239 -2.359
H 3.195 4.791 6.421
S -4.103 3.676 -3.601
O 1.369 -1.478 -4.597
C 1.158 -6.896 6.050
H 7.418 -2.272 -1.265
O 2.716 -6.688 -2.251
C -1.588 2.159 -0.958
O 1.063 1.624 -1.024
H -3.903 -6.305 -4.720
O -4.875 -3.276 -2.922
H 3.148 -0.301 2.254
H 4.028 -4.222 -3.712
C 4.662 -4.937 -3.189
H 0.804 4.661 3.477
H -1.725 -3.746 0.730
H -3.320 1.559 3.762
H -3.425 -4.515 -4.860
H 4.554 3.790 1.189
H -2.960 -1.694 5.167
H 1.750 -5.963 -4.765
H -3.717 5.683 -2.296
S -0.967 2.215 -6.754
H 5.472 -4.355 -2.748
O -0.232 0.936 0.996
H 0.253 -0.938 2.679
O 1.390 -4.010 -5.090
H -3.950 -3.778 -0.998
H -5.819 2.571 -2.765
O 5.317 0.292 -2.826
C 3.882 -4.081 0.168
S -5.413 -1.231 6.131
H -1.980 -5.008 1.938
H 3.746 -4.805 0.972
H -1.273 0.177 -5.460
O -1.206 -0.254 5.592
H 8.067 -0.680 -1.899
C 7.198 -1.247 -1.564
S -3.800 3.535 2.610
C 1.226 -6.267 4.644
H -3.852 -1.469 8.022
C -5.891 1.373 0.356
S 5.816 -1.286 -2.838
H -1.846 2.235 6.882
C -0.564 -1.227 2.017
C -1.448 1.226 -5.222
H 2.201 4.067 1.209
H 1.876 6.032 6.415
H -0.779 10.261 -4.891
H -2.503 1.370 -4.991
H 1.736 2.494 -5.268
H -6.001 2.226 -0.313
H 0.226 -3.966 -2.325
H -2.953 -5.518 -3.493
H 4.146 0.398 -4.503
H 0.376 4.371 -2.956
H -4.916 1.507 -3.856
O -1.740 -5.366 -1.723
H -4.090 4.470 -1.212
H 3.030 -2.174 -0.244
H 0.085 -5.360 -4.263
H 1.046 -5.420 -7.232
O -2.624 3.381 -3.541
*
```

- E_HOMO: -9.31 eV
- Orbital gap: 8.9 eV

Löwdin atomic charge list, values in e, 4 entries: O -0.30; H 0.05; O -0.28; H 0.10

=====

No. 2
Density functional theory data (ωB97M-V/def2-TZVPD) for a structure of composition C42H115N9O15V at a distorted geometry.

```
! RIJCOSX wB97M-V def2-TZVPD def2/J DEFGRID3
* xyz -1 1
H 2.744 5.874 4.383
O 1.652 -6.247 1.437
H 2.916 -5.031 0.368
C -4.981 2.408 -0.670
H 2.619 2.188 0.981
C 3.270 -4.383 4.359
H -6.007 2.044 -0.604
H 2.036 2.172 -3.905
H 9.096 -0.561 2.268
C 1.440 3.589 3.695
H -3.329 3.199 4.680
O -2.446 2.332 -2.132
H 1.938 -5.735 -4.817
C -5.145 3.310 3.463
H -0.439 -5.199 -1.243
H 2.847 1.457 -0.578
H 5.993 4.716 0.919
H 3.284 2.860 4.564
C 6.157 1.071 7.925
H 1.639 -4.706 -6.731
C -1.120 2.334 -2.618
C 0.656 -4.006 -5.084
H 5.149 3.309 0.218
H 0.938 -3.114 3.260
H -1.221 2.833 3.461
H 8.600 3.836 -4.038
H 0.488 1.464 0.071
C -2.556 1.818 -0.811
H 3.990 0.552 4.774
H -1.304 1.529 2.230
H -0.321 -4.443 -5.337
H -1.823 1.020 -0.646
H -1.711 1.146 3.898
H 6.033 5.515 -1.377
O 1.042 4.671 2.887
C 2.899 0.313 -4.626
H 8.900 -0.606 -0.232
O 3.110 -2.448 1.491
C 2.567 1.214 0.466
H 6.940 1.031 5.402
H 5.582 2.179 5.625
C 5.336 -0.986 4.261
H 5.616 4.920 -4.351
H -5.438 2.774 2.556
H -0.984 4.264 2.666
C 1.141 0.716 0.551
H 1.871 0.055 -4.905
H 3.036 1.322 -2.765
H 1.870 -6.063 -0.611
C 2.690 -7.160 1.673
N 5.358 1.201 3.247
H -3.635 -2.373 2.247
N -6.257 3.247 4.407
H 4.926 2.123 3.279
N 9.033 1.399 0.368
H -3.841 1.043 1.325
H -0.247 5.192 1.379
O -0.426 -2.775 -3.335
H 5.405 3.923 -2.031
N 3.728 3.860 2.809
O 5.536 0.482 6.820
N 7.855 3.551 -3.404
H 7.782 -1.531 1.677
H 3.913 -3.659 4.861
H 0.744 -3.911 1.243
N 1.364 -3.801 -6.369
H 4.623 -1.408 3.553
H -5.785 5.142 2.562
C -2.913 -1.876 2.899
H 3.343 -4.158 3.287
H 1.462 -6.346 4.753
H 3.335 4.604 2.237
C 1.281 -0.761 4.242
H 6.340 -1.238 3.916
H 1.379 -2.252 -4.121
H 3.704 -5.380 4.459
O 0.893 -0.599 0.133
C 1.815 -4.317 4.805
C 6.952 0.232 -0.314
H 0.109 3.481 1.462
H 4.243 5.242 4.906
H -0.874 -5.538 0.455
C -3.885 2.596 3.945
H -0.021 -1.986 -5.229
C -3.968 1.271 -0.648
C 6.140 3.735 0.452
O -1.652 -1.228 0.996
H 9.868 1.261 0.938
C -0.066 4.373 2.077
H -6.011 3.436 5.368
H -4.839 3.049 0.207
C 2.933 3.751 4.038
H 7.991 5.427 -2.507
H -1.197 -3.970 -0.226
H -0.819 -1.314 2.859
H 4.835 0.768 2.477
H 8.478 1.984 0.998
H 4.993 1.166 -1.577
H -3.324 -0.873 3.049
H -1.155 2.674 -3.652
C 6.282 4.493 -1.700
H 7.216 3.080 -4.042
H 7.407 0.038 2.358
V 2.828 -1.566 0.209
H -1.309 -0.826 -3.118
C -1.751 1.933 3.139
H -4.020 4.841 2.423
C -4.899 4.765 3.067
H 0.836 3.545 4.614
H 1.752 -4.356 5.898
H 2.572 -7.613 2.657
C 1.441 -4.970 -4.218
H 2.788 4.890 5.883
H -3.504 -0.295 0.594
O 7.084 0.901 -1.561
C 8.136 -0.495 1.746
H -1.115 -2.869 2.207
C 7.215 4.763 -2.897
H 7.092 5.882 -4.762
O -3.094 2.272 2.833
H -4.711 5.366 3.961
O 1.817 -1.946 4.759
H -0.693 1.325 -2.578
H 0.687 -2.550 -0.621
H 1.396 -0.704 3.157
H 6.003 0.438 8.795
H 0.766 -3.374 -7.064
H -0.473 2.991 -2.025
H -1.000 -1.881 -1.705
H 0.788 -5.452 -3.491
H -6.704 2.343 4.331
C 0.412 -2.644 -4.467
H 3.258 -0.537 -4.038
H -4.870 3.001 -1.578
H 5.860 1.534 -3.093
O 3.652 0.449 -5.841
C -0.610 -1.531 -2.661
H 0.360 -1.055 -2.488
O 6.975 3.823 -0.678
C 8.316 0.109 0.360
H -0.749 -1.040 0.661
H 0.078 -3.053 4.775
C 6.433 5.534 -3.967
H 0.764 0.852 1.590
H 3.661 -6.654 1.625
C 3.179 4.999 4.872
H 5.619 -0.102 -2.626
H 5.239 -1.533 5.205
H 6.297 0.829 0.333
C 1.900 -5.443 0.298
C -1.552 -1.862 2.260
C 2.957 1.594 -3.822
C 5.866 1.115 5.600
N 1.423 -3.258 -0.676
C 5.048 0.477 4.480
O 3.568 0.320 0.887
C 1.094 -3.075 4.349
H 3.821 2.231 -3.997
H 1.301 2.635 3.168
H 1.317 -3.662 -1.604
H 6.503 3.022 1.195
O 3.923 -1.811 -0.969
N 1.055 -5.500 4.381
H 6.527 -0.760 -0.494
H 1.771 0.097 4.708
H 5.770 2.084 8.113
H 3.199 -0.026 -6.540
C -0.471 -4.789 -0.231
H 2.682 -7.992 0.956
H -2.362 2.587 -0.047
H 0.232 -0.616 4.547
H -4.149 0.656 -1.536
H 2.241 -4.463 -3.669
H 1.016 -5.622 3.373
C 5.846 0.893 -2.210
N -4.195 0.461 0.562
H 7.237 1.217 7.773
H -2.921 -2.344 3.885
H 5.989 6.435 -3.526
C 0.905 -4.310 0.240
H 3.596 3.044 2.217
H -4.201 1.685 4.475
*
```

- E_HOMO: -6.20 eV
- Orbital gap: 8.4 eV

Löwdin atomic charge list, values in e, 4 entries: H 0.08; O -0.21; H 0.13; C -0.06

=====

- Number 1 is which compound?
  C42H114O39S15